C5H7N | ωB97M-V/def2-TZVPD

Last column: natural (NBO) charge in e.
Atoms and positions in Å:
H1 -0.202 2.030 0.755  0.219
C1 1.947 0.069 0.123  -0.625
C2 0.453 0.027 -0.013  -0.087
C3 -0.463 1.054 0.364  -0.310
H2 -2.698 0.989 0.395  0.208
C4 -1.732 0.578 0.151  -0.069
C5 -0.303 -1.029 -0.461  -0.088
H3 2.236 0.636 1.014  0.214
H4 -2.403 -1.261 -0.635  0.410
H5 2.437 0.538 -0.738  0.213
N1 -1.626 -0.685 -0.360  -0.506
H6 -0.005 -2.005 -0.823  0.207
H7 2.357 -0.941 0.230  0.214

Its spin multiplicity is 1. Its relative energy (zero: lowest compared OMol25 entry of this formula, charge and spin) is 1.97 kcal/mol. Its LUMO energy is 1.08 eV. Its SMILES is Cc1cc[nH]c1.

C29H36CeN4O2Si | ωB97M-V/def2-TZVPD

Last column: Löwdin charge in e.
Atoms and positions in Å:
C1 -1.717 -2.988 -1.075  -0.349
H1 4.665 -0.848 1.535  0.096
C2 -2.722 -1.521 -2.912  -0.046
H2 -3.419 2.499 0.143  0.093
H3 -1.639 7.457 0.598  0.030
C3 1.702 0.076 -2.147  -0.408
C4 2.096 -0.061 4.818  -0.034
C5 -1.309 -4.322 -0.666  -0.228
C6 0.720 -0.158 4.823  -0.035
H4 0.331 6.989 -1.703  0.031
H5 -1.862 -1.177 -3.494  0.082
C7 2.727 -0.055 1.106  -0.231
C8 -2.792 -4.008 -3.032  -0.083
H6 0.934 5.657 2.313  0.029
O1 0.445 0.291 -2.021  -0.170
H7 -2.063 6.118 1.679  0.030
H8 0.468 -3.935 0.451  0.069
H9 -5.782 2.570 -0.772  0.078
C9 0.214 5.907 -1.602  -0.191
H10 0.362 0.378 -4.414  0.112
H11 -3.623 -0.295 -0.264  0.069
H12 -0.977 -4.024 1.431  0.068
H13 -3.560 1.740 -1.432  0.117
C10 -1.794 6.375 0.651  -0.193
H14 1.269 7.052 1.273  0.030
C11 2.268 0.022 -3.525  -0.136
C12 -1.682 -5.420 -1.406  -0.080
H15 -1.385 -6.409 -1.079  0.100
C13 -0.541 3.666 0.276  -0.209
H16 0.155 -0.186 5.743  0.113
Si1 -0.249 5.458 0.146  0.386
H17 -5.692 1.698 0.769  0.078
H18 4.282 -0.335 -2.905  0.103
C14 1.142 5.966 1.285  -0.193
H19 -2.640 6.118 0.009  0.029
C15 -5.381 1.683 -0.277  -0.077
N1 0.710 -0.187 2.436  0.028
H20 2.645 -0.012 5.748  0.116
N2 1.973 -0.094 0.072  -0.067
C16 -2.438 -2.873 -2.335  -0.214
C17 3.624 -0.198 -3.751  -0.027
C18 -3.871 1.666 -0.387  -0.305
C19 0.072 -0.216 3.601  -0.087
H21 -3.347 -3.909 -3.959  0.102
H22 -3.589 -1.543 -3.572  0.079
H23 -0.547 5.576 -2.314  0.031
H24 1.159 5.432 -1.879  0.031
H25 -5.820 0.803 -0.755  0.077
H26 -1.008 -0.290 3.551  0.129
H27 5.169 -0.411 -5.217  0.101
C20 1.411 0.200 -4.607  -0.015
C21 4.218 0.010 1.028  -0.009
N3 -1.455 -1.947 -0.322  -0.136
H28 4.588 0.917 1.511  0.096
H29 1.231 0.293 -6.740  0.103
H30 2.086 5.508 0.980  0.029
C22 4.114 -0.241 -5.046  -0.080
C23 1.903 0.155 -5.903  -0.074
H31 -2.731 -6.156 -3.136  0.087
C24 -0.478 -4.467 0.569  -0.073
H32 3.842 0.052 3.571  0.112
Ce1 -0.434 0.039 0.061  1.290
C25 2.765 -0.027 3.604  0.006
H33 4.521 0.012 -0.012  0.066
C26 3.255 -0.065 -6.124  -0.085
C27 -2.437 -5.278 -2.575  -0.105
H34 -2.880 -0.778 -2.134  0.038
H35 -0.267 -5.515 0.776  0.069
O2 -3.315 0.487 0.212  -0.157
N4 2.566 -0.094 -1.165  0.087
C28 2.044 -0.089 2.425  -0.202
H36 3.641 -0.098 -7.135  0.102
C29 -0.752 2.460 0.371  -0.221

Its spin multiplicity is 1. Its LUMO energy (alpha / beta) is -1.07 / -1.07 eV.

C25H99Br2ClO31 | ωB97M-V/def2-TZVPD

Last column: Löwdin charge in e.
Atoms and positions in Å:
O1 -5.533 4.956 4.129  -0.057
H1 -4.520 1.419 -5.132  0.013
C1 0.673 -3.012 -2.331  -0.165
H2 4.422 -3.581 -9.220  0.045
H3 5.531 5.691 3.647  0.041
O2 1.869 -1.064 -8.972  -0.055
H4 10.136 -0.379 -0.483  0.039
O3 2.356 1.892 2.867  -0.151
H5 1.710 -3.158 8.334  0.026
H6 -2.404 1.942 2.437  0.080
H7 -2.453 -6.029 1.433  0.040
H8 -1.477 -3.028 -2.315  0.124
H9 5.532 2.503 2.089  0.113
C2 1.824 -2.070 -5.174  -0.178
H10 6.667 0.760 -2.940  0.038
H11 7.783 1.084 2.019  0.009
H12 3.267 -6.226 -7.357  0.048
H13 0.353 -4.192 -7.422  0.038
C3 -3.086 -0.776 2.192  -0.463
H14 0.994 -3.233 6.984  -0.006
H15 3.554 -5.281 -6.202  0.054
H16 2.717 0.220 -1.168  0.079
O4 -5.422 2.508 5.744  -0.052
H17 -4.631 1.407 -0.498  0.082
H18 3.802 3.141 3.614  0.121
H19 -5.029 1.792 5.235  -0.020
O5 5.634 5.108 2.889  -0.048
O6 5.799 1.122 -3.143  -0.043
H20 -4.790 2.666 6.451  0.043
H21 2.224 -1.772 5.765  0.065
O7 -1.534 -1.634 -0.236  -0.117
H22 -3.581 4.630 -1.553  0.051
H23 -0.702 2.898 3.514  0.123
C4 -0.006 2.068 3.368  -0.174
C5 -0.674 -3.413 -1.688  -0.145
C6 -1.019 -0.731 0.756  -0.293
H24 -4.357 1.493 1.202  0.067
H25 -5.248 -1.061 4.930  -0.065
O8 0.093 -4.484 -6.543  -0.059
C7 2.438 -0.759 -5.690  -0.206
H26 4.421 1.501 1.170  0.086
H27 3.285 -0.501 -3.671  0.081
H28 -3.717 4.962 1.717  0.030
H29 1.030 -3.759 -3.033  0.093
H30 -5.909 -1.742 6.135  0.039
H31 1.733 -2.832 -5.937  0.070
O9 4.958 0.798 3.073  -0.122
O10 -3.673 5.123 -0.731  -0.055
H32 0.036 -0.854 -4.959  0.104
O11 -0.653 0.946 2.818  -0.147
H33 -9.631 2.765 3.198  0.050
H34 -5.519 5.886 3.879  0.051
H35 -6.011 4.929 4.962  0.039
H36 3.470 0.491 0.377  0.021
H37 -6.371 1.114 2.151  0.015
H38 -5.079 -3.294 0.983  0.080
O12 -5.478 -1.926 5.294  -0.080
H39 11.545 -0.756 -0.040  0.040
C8 0.416 -1.801 -4.579  -0.175
H40 -3.906 -2.544 -0.163  0.079
O13 4.473 -3.004 -8.453  -0.054
H41 -3.800 -0.142 -2.165  0.026
H42 2.859 1.803 -3.394  0.053
H43 5.691 1.846 -2.519  0.038
O14 -3.798 4.048 2.005  -0.051
H44 5.301 -0.429 1.408  0.117
O15 -8.566 -0.586 5.155  -0.050
H45 6.488 4.688 3.027  0.039
H46 -4.532 4.846 -0.384  0.026
O16 2.505 -4.778 3.669  -0.068
Br1 -0.291 1.254 -1.304  0.929
H47 0.158 -6.088 -3.297  0.033
H48 3.131 2.119 -5.093  0.049
O17 1.965 3.676 -6.483  -0.051
H49 2.747 -1.411 -8.783  -0.004
H50 -0.655 -1.348 1.566  0.102
H51 9.171 0.531 1.703  0.021
H52 1.285 -0.946 -2.813  0.072
O18 -2.942 0.457 0.072  -0.169
H53 -3.389 -3.190 1.357  0.048
H54 3.108 -0.953 -6.530  0.084
C9 -2.235 0.122 1.235  -0.412
H55 -3.403 2.519 0.131  0.074
H56 -5.805 2.193 -5.374  0.025
C10 0.499 -1.662 -3.055  -0.234
H57 2.375 1.736 -0.261  0.070
H58 -5.228 6.759 -0.444  0.009
H59 0.360 -6.295 -1.806  0.025
Br2 1.966 -1.193 1.887  0.983
H60 3.359 3.472 1.923  0.131
C11 2.652 1.439 -4.400  -0.109
H61 0.943 2.588 1.476  0.117
C12 5.118 -0.477 2.483  -0.317
H62 1.760 -0.349 -8.339  0.019
H63 6.549 -2.058 2.495  0.081
C13 1.155 2.582 2.551  -0.187
H64 0.381 1.825 4.357  0.133
H65 -5.040 -1.526 2.436  0.084
H66 -7.663 -0.586 4.826  0.006
O19 0.797 -6.412 -2.654  -0.055
H67 1.672 -0.079 -6.060  0.088
H68 0.168 4.900 5.542  0.046
O20 1.614 -2.339 5.281  -0.057
C14 -3.847 1.535 0.244  -0.079
C15 0.108 0.057 0.125  -0.574
O21 -6.988 1.392 1.467  -0.045
H69 -0.749 -4.497 -1.686  0.085
H70 3.639 -3.160 -7.995  0.008
O22 -8.976 2.497 3.851  -0.045
H71 0.178 -2.779 0.164  0.090
H72 1.542 4.396 5.135  0.042
H73 1.448 -1.858 4.462  -0.011
H74 -2.520 -1.647 2.497  0.108
O23 2.904 -5.468 -6.888  -0.045
C16 -4.206 -2.660 0.872  -0.072
C17 4.659 1.850 2.179  -0.202
H75 -4.910 -0.587 0.981  0.094
H76 -0.419 -1.199 -2.697  0.061
H77 3.389 -5.050 3.932  0.030
H78 1.291 3.628 2.829  0.104
H79 -8.925 0.253 4.848  0.002
H80 -3.861 -5.557 1.753  0.037
Cl1 -3.506 0.075 3.750  0.744
O24 0.763 4.843 4.788  -0.045
H81 4.205 -1.054 2.647  0.000
H82 -7.658 1.889 1.950  0.010
H83 1.313 3.573 -7.184  0.040
H84 1.582 1.461 -4.585  0.059
O25 -4.416 0.126 -2.862  -0.046
H85 -5.095 0.623 -2.398  0.023
H86 -0.295 -2.588 -4.822  0.097
H87 2.449 -2.397 -4.345  0.103
H88 1.867 4.591 -6.203  0.039
O26 1.125 -3.714 7.813  -0.062
C18 3.233 0.027 -4.621  -0.242
C19 -4.389 -1.320 1.588  -0.237
H89 7.115 -0.588 3.324  0.059
C20 -1.663 1.354 1.900  -0.210
O27 10.668 -0.558 0.298  -0.053
C21 1.414 -0.044 0.473  -0.658
C22 -0.813 -2.867 -0.279  -0.185
H90 -1.374 -3.587 0.325  0.109
H91 2.265 -4.098 4.313  -0.009
H92 -4.302 4.094 2.832  0.011
C23 2.559 0.671 -0.187  -0.142
H93 4.259 0.179 -4.939  0.084
H94 -1.217 2.029 1.168  0.103
H95 5.926 -1.685 4.072  0.070
C24 6.261 -1.232 3.142  -0.061
H96 -6.669 6.849 -0.925  0.038
O28 -5.126 1.692 -5.832  -0.062
H97 0.550 -5.325 -6.434  0.018
H98 -9.464 2.496 4.681  0.045
O29 -3.246 -5.672 1.022  -0.059
O30 -6.140 6.772 -0.126  -0.059
C25 3.503 2.686 2.665  -0.199
O31 8.401 0.943 1.294  -0.064
H99 1.394 -2.862 -1.528  0.105

Its spin multiplicity is 1. Its relative energy (zero: lowest compared OMol25 entry of this formula, charge and spin) is 0.00 kcal/mol. Its LUMO energy is -0.08 eV.

no.,DFT total energy (Ha)
1,-249.47010
2,-2260.74442
3,-8952.43267